(1)
Entry from the OMol25 dataset: C14H22I2LuNO4P2S as an isolated structure in a non-equilibrium geometry (wB97M-V/def2-TZVPD).

Last column: Mulliken charge in e.
Geometry (Å):
I 2.977 0.480 1.749  0.239
I 0.421 -0.426 -3.552  -0.254
Lu 1.182 0.259 -0.830  0.043
P 0.924 2.938 -0.230  0.495
C -0.500 3.234 0.847  -1.096
C 2.294 3.870 0.453  -1.095
H 2.065 4.938 0.343  0.421
H 0.387 4.542 -1.909  0.417
H 3.215 3.602 -0.084  0.370
H 1.335 3.193 -2.600  0.395
H -0.278 2.744 1.802  0.286
H 2.427 3.585 1.508  0.362
C 0.522 3.459 -1.910  -1.182
H -0.725 4.278 1.068  0.560
H -0.384 2.962 -2.279  0.307
H -1.389 2.752 0.429  0.249
P 2.778 -2.071 -0.940  0.899
C 1.894 -3.421 -0.106  -1.184
C 2.888 -2.534 -2.694  -1.304
H 5.012 -1.229 -0.730  0.392
H 5.009 -3.012 -0.768  0.402
H 4.534 -2.121 0.724  0.357
C 4.498 -2.129 -0.369  -1.236
H 3.273 -1.670 -3.247  0.417
H 3.533 -3.397 -2.869  0.429
H 2.370 -4.385 -0.311  0.441
H 0.854 -3.457 -0.453  0.351
H 1.878 -2.730 -3.076  0.307
H 1.878 -3.253 0.976  0.341
C 0.403 -1.000 1.079  0.140
O -0.317 -1.557 1.769  -0.145
O -3.374 -2.779 -1.032  -0.535
S -3.794 -1.426 -1.117  1.124
O -4.996 -1.054 -1.763  -0.541
N -2.526 -0.422 -1.441  -0.291
C -1.989 0.106 -0.378  0.467
O -0.752 0.484 -0.315  0.291
C -2.851 0.102 0.787  0.749
C -2.648 0.635 2.054  0.027
C -3.481 0.193 3.076  -0.754
C -4.448 -0.812 2.868  -0.554
C -4.628 -1.351 1.582  -0.675
C -3.848 -0.833 0.553  0.062
H -1.880 1.409 2.162  0.189
H -3.350 0.618 4.071  0.435
H -5.050 -1.161 3.720  0.421
H -5.343 -2.150 1.379  0.460

Computed properties:
* charge: +2
* M: 791.12 u
* DFT total energy: -103774.1977 eV
* energy relative to the best compared isomer or geometry (same formula, charge and spin): 2.8 kJ/mol
* highest occupied orbital energy (alpha / beta): -15.14 / -14.43 eV
* orbital gap (alpha / beta): 4.830 / 3.915 eV

(2)
Entry from the OMol25 dataset: a 2-piece molecular cluster, C14H22N2O6S overall in a non-equilibrium geometry (wB97M-V/def2-TZVPD).

Last column: Mulliken charge in e.
Geometry (Å):
C -3.740 0.543 1.671  -1.281
C -2.576 1.255 0.994  0.352
O -2.719 1.635 -0.163  -0.565
C -1.194 1.315 1.674  -0.032
O -0.179 0.869 0.758  -0.391
C -0.843 2.756 2.106  0.308
O -0.488 3.519 0.950  -0.551
C 0.356 2.825 3.027  -0.225
C 0.580 3.850 3.919  -0.379
C 1.829 3.700 4.655  -0.509
C 2.515 2.569 4.298  -0.483
S 1.674 1.649 3.065  -0.053
H -3.466 -0.490 1.898  0.311
H -4.614 0.537 1.013  0.372
H -4.004 1.055 2.599  0.356
H -1.211 0.664 2.553  0.490
H -0.062 1.591 0.103  0.321
H -1.705 3.211 2.608  0.354
H 0.011 4.309 1.224  0.437
H -0.096 4.690 4.063  0.414
H 2.179 4.407 5.402  0.366
H 3.468 2.269 4.723  0.417
C 2.952 -1.662 -4.332  -0.901
N 1.811 -1.380 -3.463  -0.070
C 1.712 -1.785 -2.189  -0.049
O 2.589 -2.459 -1.659  -0.651
C 0.400 -1.439 -1.460  0.640
C 0.185 -2.168 -0.121  -0.668
O 0.956 -1.585 0.908  -0.636
N -0.806 -1.514 -2.308  -0.089
C -1.283 -2.547 -3.006  0.669
C -0.635 -3.916 -2.928  -0.889
O -2.264 -2.390 -3.713  -0.673
H 3.836 -1.140 -3.958  0.285
H 2.743 -1.334 -5.351  0.348
H 3.158 -2.734 -4.336  0.295
H 1.031 -0.871 -3.851  0.292
H 0.508 -0.385 -1.219  0.012
H -0.866 -2.099 0.163  0.327
H 0.453 -3.220 -0.220  0.322
H 0.642 -0.671 1.028  0.379
H -1.366 -0.677 -2.380  0.223
H 0.388 -3.873 -3.293  0.226
H -0.653 -4.274 -1.902  0.257
H -1.204 -4.604 -3.552  0.322

Computed properties:
* charge: 0
* M: 346.40 u
* DFT total energy: -40975.0638 eV
* energy relative to the best compared isomer or geometry (same formula, charge and spin): 0.0 kJ/mol
* highest occupied orbital energy: -9.22 eV
* SMILES: CC(=O)[C@@H](O)[C@H](O)c1cccs1.CNC(=O)[C@H](CO)NC(C)=O
* orbital gap: 9.614 eV

(3)
Entry from the OMol25 dataset: the molecule C14H22O2 in a non-equilibrium geometry (wB97M-V/def2-TZVPD).

Last column: Mulliken charge in e.
Geometry (Å):
C 6.680 1.416 1.715  -0.308
C 5.784 1.279 0.613  -0.278
C 4.840 0.702 -0.642  -0.162
O 3.432 0.724 -0.128  -0.253
C 2.631 0.097 -1.196  0.300
O 2.582 0.709 -2.393  -0.573
C 1.829 -1.343 -0.985  -0.268
C 0.242 -0.962 -0.826  -0.512
C -0.473 -1.530 0.541  0.589
C -0.148 -3.141 0.676  -1.209
C -2.110 -1.257 0.337  -0.774
C -2.807 -0.493 1.609  -0.564
C -2.938 1.143 1.439  -0.553
C -2.979 1.861 0.116  0.350
C -1.541 2.429 -0.473  -0.920
C -4.332 2.079 -0.796  -0.828
H 7.255 1.314 2.754  0.332
H 5.092 -0.442 -0.861  0.291
H 4.984 1.371 -1.593  0.307
H 1.926 -1.935 -2.016  0.253
H 2.271 -2.004 -0.124  0.327
H 0.146 0.219 -0.801  -0.331
H -0.337 -1.380 -1.768  0.354
H -0.097 -0.944 1.509  0.382
H 0.316 -3.607 -0.309  0.257
H -1.137 -3.762 0.884  0.350
H 0.585 -3.406 1.569  0.246
H -2.265 -0.715 -0.703  0.201
H -2.635 -2.317 0.236  0.467
H -3.919 -0.920 1.682  0.279
H -2.294 -0.802 2.632  0.342
H -3.016 1.854 2.395  0.248
H -1.292 1.741 -1.414  0.223
H -1.595 3.525 -0.890  0.388
H -0.693 2.282 0.343  0.288
H -5.271 2.438 -0.184  0.277
H -4.102 2.777 -1.726  0.280
H -4.614 1.000 -1.222  0.202

Computed properties:
* charge: 0
* M: 222.33 u
* DFT total energy: -18954.6043 eV
* energy relative to the best compared isomer or geometry (same formula, charge and spin): 1381.4 kJ/mol
* highest occupied orbital energy: -6.66 eV
* SMILES: C#CCOC(=O)CC[C@H](C)CCC=C(C)C
* orbital gap: 6.305 eV

(4)
Entry from the OMol25 dataset: C14H23BBr15N3O7P as an isolated structure in a non-equilibrium geometry (wB97M-V/def2-TZVPD).

Last column: Mulliken charge in e.
Geometry (Å):
C 0.919 4.342 1.018  0.002
C 1.111 3.185 1.274  -0.687
C 1.648 1.812 1.485  -0.770
C 1.360 0.768 0.343  1.530
C 1.055 -0.562 1.101  -1.062
P -0.592 -0.687 1.877  0.457
O -0.618 -0.322 3.309  -0.355
O -1.770 0.107 1.082  -0.691
O -1.035 -2.254 1.785  -0.514
O 2.581 0.586 -0.345  -0.675
B 2.252 -0.041 -1.660  0.685
N 3.129 0.444 -2.796  -0.404
C 2.412 0.684 -4.055  -0.436
C 2.022 -0.598 -4.870  -0.246
C 0.504 -0.938 -4.757  -0.835
O 2.772 -1.507 -1.413  -0.163
N 2.042 -2.417 -2.036  0.182
O 2.788 -3.315 -2.374  -0.554
O 0.818 0.101 -1.756  -0.549
C 0.453 1.161 -0.875  -0.653
N 0.852 2.371 -1.641  -0.448
H 0.820 5.355 0.679  0.432
H 1.230 1.424 2.429  0.075
H 2.738 1.831 1.623  0.391
H 1.775 -0.616 1.933  0.574
H 1.212 -1.469 0.503  0.079
H -1.624 1.064 1.091  0.393
H -1.584 -2.384 0.994  0.304
H 3.809 -0.279 -3.019  0.292
H 1.518 1.302 -3.946  -0.077
H 3.104 1.261 -4.705  0.328
H 2.228 -0.384 -5.934  0.243
H 2.677 -1.438 -4.594  0.393
H 0.335 -1.812 -4.112  0.090
H -0.048 -0.104 -4.302  0.142
H 0.087 -1.096 -5.766  0.342
H -0.626 1.308 -0.733  0.481
H 0.118 3.056 -1.458  0.275
H 1.678 2.796 -1.222  0.266
C -1.443 2.309 5.989  0.733
Br -0.253 2.785 4.554  0.073
Br -0.601 2.508 7.716  -0.061
Br -3.098 3.297 5.887  -0.056
H -1.685 1.249 5.875  -0.700
C -1.474 -1.498 7.792  -0.329
Br -1.421 -0.961 5.942  0.197
Br -2.911 -2.742 8.136  -0.046
Br 0.227 -2.189 8.382  -0.058
H -1.676 -0.611 8.379  0.284
C -0.811 -5.269 -0.939  -0.318
Br 0.017 -6.999 -0.668  -0.084
Br 0.468 -3.937 -1.577  0.378
Br -2.362 -5.400 -2.093  -0.082
H -1.170 -4.941 0.029  0.221
C 0.159 2.047 -7.434  -0.226
Br 0.894 3.097 -5.999  0.020
Br -0.976 3.102 -8.589  -0.070
Br 1.532 1.133 -8.432  -0.029
H -0.467 1.287 -6.983  0.276
C -5.514 -0.147 3.907  -0.372
Br -5.500 0.708 5.635  -0.050
Br -3.870 0.172 2.960  0.137
Br -5.895 -2.034 4.039  -0.044
H -6.317 0.300 3.338  0.370

Computed properties:
* charge: -1
* M: 1585.70 u
* DFT total energy: -1094296.9920 eV
* highest occupied orbital energy: -5.44 eV
* orbital gap: 7.090 eV